No. 1
{"formula": "C9H40N18O11", "method": "wB97M-V/def2-TZVPD", "total_energy_ha": -2180.59785, "smiles": "NC(N)=O.NC(N)=O.NC(N)=O.NC(N)=O.NC(N)=O.NC(N)=O.NC(N)=O.NC(N)=O.NC(N)=O.O.O", "max_force_ev_per_a": 4.206, "molar_mass_g_mol": 576.53, "homo_ev": -9.595, "e_above_lowest_kcal_mol": 0.0, "species": ["N", "C", "N", "O", "H", "H", "H", "H", "N", "C", "N", "O", "H", "H", "H", "H", "N", "C", "N", "O", "H", "H", "H", "H", "N", "C", "N", "O", "H", "H", "H", "H", "N", "C", "N", "O", "H", "H", "H", "H", "N", "C", "N", "O", "H", "H", "H", "H", "N", "C", "N", "O", "H", "H", "H", "H", "N", "C", "N", "O", "H", "H", "H", "H", "N", "C", "N", "O", "H", "H", "H", "H", "O", "H", "H", "O", "H", "H"], "positions_angstrom": [[7.3664, -17.1553, -5.0988], [7.8182, -16.2144, -6.0153], [9.1333, -16.0967, -6.0913], [6.9866, -15.5178, -6.6613], [6.4112, -17.0303, -4.9007], [8.0646, -17.4696, -4.4208], [9.5112, -15.5413, -6.8376], [9.7591, -16.8276, -5.7787], [12.8090, -20.3015, -5.7245], [12.9891, -19.0659, -5.1013], [11.8479, -18.4811, -4.6312], [14.0891, -18.4778, -5.0636], [13.6574, -20.7910, -5.9571], [11.8772, -20.6809, -5.8130], [12.0369, -17.4715, -4.5252], [11.4305, -18.8156, -3.7422], [12.9015, -9.9044, -8.4329], [13.7248, -10.9468, -8.4015], [13.2397, -12.1023, -8.8977], [14.8355, -10.7660, -7.9103], [11.9677, -9.9716, -8.6977], [13.2674, -9.0335, -8.1031], [13.9333, -12.5949, -9.3859], [12.4082, -12.0668, -9.5327], [15.4352, -16.7636, -7.2502], [16.6346, -16.1476, -7.4600], [16.5615, -14.8475, -7.8959], [17.6934, -16.7199, -7.3958], [14.4892, -16.3780, -7.2528], [15.4933, -17.7559, -7.0323], [17.4249, -14.5712, -8.3663], [15.6514, -14.5223, -8.1905], [14.9767, -16.0179, -0.5931], [13.8449, -15.2889, -0.5182], [13.9265, -13.9385, -0.4144], [12.7631, -15.8620, -0.5520], [15.8774, -15.5981, -0.5047], [14.9556, -17.0221, -0.7965], [14.7761, -13.4881, -0.6702], [13.0859, -13.4344, -0.5802], [14.3575, -10.3402, -5.1355], [14.5716, -11.6412, -4.7533], [15.6834, -12.2452, -5.3011], [13.8288, -12.2108, -3.9985], [13.3582, -10.1445, -5.0343], [14.6920, -10.1508, -6.0692], [15.8012, -13.2268, -5.2564], [16.2782, -11.7602, -5.9589], [8.1931, -11.8143, -6.6010], [9.1370, -12.2522, -7.4774], [8.6518, -13.3837, -8.0946], [10.2190, -11.7038, -7.6908], [8.4689, -10.9552, -6.0998], [7.5583, -12.4344, -6.1625], [9.2871, -14.0137, -8.5787], [7.7790, -13.8271, -7.7987], [11.8545, -13.5453, -5.9017], [12.4766, -14.7158, -5.9427], [13.3530, -14.9804, -4.9534], [12.4002, -15.4643, -6.8985], [11.2636, -13.2488, -6.7315], [12.1254, -12.8861, -5.1411], [13.6764, -14.1625, -4.4430], [13.8876, -15.8211, -5.1075], [9.4596, -15.7217, -2.9048], [9.5804, -16.9969, -2.5609], [10.2965, -17.1783, -1.4198], [9.3090, -17.9341, -3.3225], [9.9059, -15.0181, -2.4013], [9.2487, -15.5292, -3.8679], [10.9567, -16.4644, -1.1443], [10.8042, -18.0431, -1.2740], [12.4632, -11.7312, -1.2914], [12.7850, -10.8209, -1.0101], [12.9038, -11.9478, -2.1158], [11.0489, -14.5382, -9.3717], [10.7340, -15.2679, -9.8511], [11.4572, -14.9651, -8.5884]], "atomic_forces_ev_per_a": [[1.69, 1.02, -1.58], [-4.18, -0.26, 0.35], [2.37, 0.31, -0.45], [1.72, -0.65, 0.67], [-0.99, -0.12, 0.49], [-0.53, -0.37, 0.22], [-0.04, 0.19, -0.07], [-0.27, -0.15, 0.11], [0.35, 1.57, 1.10], [2.09, -0.52, -0.83], [-1.16, 1.37, 1.17], [-1.46, -1.11, -0.43], [-0.34, -0.21, -0.09], [0.43, -0.06, -0.02], [-0.11, -0.75, 0.11], [0.17, -0.10, -1.21], [0.08, 1.17, 0.28], [0.35, 1.23, 0.42], [-1.72, -0.62, -1.28], [0.94, -0.93, -0.14], [-1.66, -0.14, -0.38], [-0.06, 0.09, 0.09], [1.21, -1.10, -0.25], [0.78, 0.17, 1.30], [-0.45, -0.89, 0.44], [-1.11, -0.05, -1.02], [0.20, 0.48, 0.28], [0.94, -0.58, 0.45], [0.64, 0.20, -0.13], [-0.04, 0.57, 0.18], [-0.83, 0.17, 0.17], [0.43, 0.22, -0.24], [1.06, -0.72, -0.11], [-0.81, -0.48, -0.31], [0.77, -0.85, 0.33], [-0.77, -0.15, -0.04], [0.28, 0.14, -0.01], [-0.35, 1.00, 0.26], [0.36, 0.33, -0.11], [-0.51, 0.48, 0.05], [-0.72, -0.17, 0.31], [2.36, 0.65, -2.31], [-0.36, 1.31, 0.32], [-1.64, -1.51, 1.91], [0.61, 0.22, 0.04], [0.09, 0.15, -0.33], [-0.04, -0.74, 0.22], [-0.42, -0.05, 0.01], [1.22, 2.86, 0.85], [-1.22, -1.64, -0.50], [0.65, -0.48, -0.35], [-0.33, -0.15, 0.03], [-0.49, -1.00, -0.30], [-0.46, -0.50, 0.21], [0.12, 0.68, -0.08], [0.43, 0.29, 0.14], [-1.48, 2.00, 0.07], [1.37, 0.82, -0.13], [-0.17, 0.15, 0.77], [-0.97, -1.83, -1.88], [1.29, -0.13, 1.58], [-0.64, -0.63, -1.18], [0.24, -0.56, 0.31], [0.38, 0.09, 0.33], [-1.53, 0.48, -1.36], [2.64, -1.32, -0.30], [0.61, -0.46, 1.14], [-0.70, -0.03, 0.42], [0.67, 1.09, 0.95], [-0.16, 0.12, -0.13], [-0.19, 0.57, 0.10], [-0.84, -0.26, -0.35], [0.16, 1.80, 0.95], [-0.57, -1.85, -0.73], [0.31, 0.29, -0.58], [0.72, 0.95, 1.44], [-0.69, -1.52, -1.36], [0.27, 0.36, 0.03]]}

---

No. 2
{"formula": "C9H44B2CuN18O9", "method": "wB97M-V/def2-TZVPD", "spin_multiplicity": 2, "total_energy_ha": -3722.24132, "max_force_ev_per_a": 6.587, "molar_mass_g_mol": 633.74, "homo_ev": [-8.573, -8.572], "e_above_lowest_kcal_mol": 153.8, "species": ["Cu", "B", "H", "H", "H", "H", "B", "H", "H", "H", "H", "C", "O", "N", "N", "H", "H", "H", "H", "C", "O", "N", "N", "H", "H", "H", "H", "C", "O", "N", "N", "H", "H", "H", "H", "C", "O", "N", "N", "H", "H", "H", "H", "C", "O", "N", "N", "H", "H", "H", "H", "C", "O", "N", "N", "H", "H", "H", "H", "C", "O", "N", "N", "H", "H", "H", "H", "C", "O", "N", "N", "H", "H", "H", "H", "C", "O", "N", "N", "H", "H", "H", "H"], "positions_angstrom": [[-0.3107, 0.1626, -1.9324], [2.0732, 0.4060, -2.4427], [1.5729, 0.0173, -3.3332], [2.2060, -0.3742, -1.6915], [3.0500, 0.8440, -2.6378], [1.3976, 1.1541, -2.0330], [-0.1694, 0.1111, 0.3954], [0.7313, 0.6764, 0.1530], [-0.3075, 0.0533, 1.4734], [-1.0567, 0.4458, -0.1368], [0.0057, -0.9307, 0.1233], [2.1072, 2.9881, 3.2724], [2.2738, 4.1763, 3.3879], [3.1074, 2.2611, 2.7990], [1.0652, 2.2864, 3.5607], [2.9251, 1.2836, 2.6292], [3.9984, 2.7342, 2.7855], [0.2304, 2.5946, 4.0353], [1.0217, 1.3307, 3.2396], [1.2895, -5.0400, 0.4237], [2.2366, -5.7514, 0.5876], [0.0772, -5.3529, 0.8310], [1.3081, -3.8267, -0.0469], [-0.7161, -4.7760, 0.5971], [-0.0828, -6.2177, 1.3253], [2.1974, -3.3561, 0.0397], [0.5228, -3.1961, 0.0169], [-0.7216, -2.8000, -2.9640], [-0.5839, -2.0003, -2.0643], [-0.0573, -2.9540, -4.0575], [-1.3691, -3.8749, -2.7433], [0.7223, -2.3562, -4.2908], [-0.2590, -3.7278, -4.6716], [-1.6319, -4.0038, -1.7776], [-1.5857, -4.5626, -3.4482], [4.2211, 2.5887, -0.3763], [4.9900, 2.7620, 0.5734], [4.5824, 2.1006, -1.5293], [2.9166, 2.8792, -0.3544], [3.9355, 2.0268, -2.2991], [5.4879, 1.7549, -1.8091], [2.6679, 3.3782, 0.4873], [2.2401, 2.3409, -0.8750], [-0.8064, 3.5141, -2.1277], [-0.6266, 2.2938, -2.0989], [-1.4533, 4.2304, -1.2980], [0.0517, 4.3257, -2.7097], [-2.1372, 3.8917, -0.6350], [-1.4302, 5.2085, -1.5423], [0.7046, 3.9435, -3.3778], [0.1134, 5.3087, -2.4947], [-3.6020, -0.2939, -1.8420], [-2.4115, -0.1751, -1.9517], [-4.2956, -1.2914, -1.3588], [-4.4659, 0.6570, -2.1194], [-3.7870, -2.0843, -0.9957], [-5.1002, -1.4468, -1.9483], [-3.9979, 1.5340, -2.2972], [-5.3633, 0.4951, -1.6888], [-1.7761, -2.3083, 2.6144], [-2.5058, -3.0838, 3.1879], [-0.9330, -1.5108, 3.1720], [-1.6604, -2.2516, 1.2917], [-0.9136, -1.5646, 4.1795], [-0.5843, -0.8383, 2.5060], [-1.1227, -1.5189, 0.8361], [-2.0427, -2.9370, 0.6584], [3.1999, -1.3174, 1.8441], [3.9774, -2.0599, 2.3783], [1.9592, -1.2419, 2.1019], [3.4382, -0.4312, 0.8905], [1.5673, -1.8321, 2.8207], [1.4429, -0.5115, 1.6327], [4.3312, -0.6339, 0.4644], [2.6521, -0.1959, 0.3027], [-3.6918, 2.1817, 1.3060], [-3.2041, 2.8867, 0.4504], [-3.3317, 0.9894, 1.6439], [-4.6022, 2.6854, 2.1633], [-2.4415, 0.6309, 1.3291], [-3.7917, 0.6529, 2.4762], [-4.6832, 3.6879, 2.0825], [-4.9857, 2.1560, 2.9312]], "atomic_forces_ev_per_a": [[0.32, 0.58, 0.08], [-0.62, -1.40, -0.08], [-1.52, -1.62, -3.41], [0.45, -2.73, 2.27], [2.20, 1.24, -1.10], [-2.49, 3.04, 1.69], [0.56, 0.25, -0.27], [2.71, 2.02, -0.55], [-0.71, 0.82, 3.01], [-3.09, 1.54, -1.31], [1.06, -3.13, -1.27], [2.93, 1.58, -0.63], [-0.81, 2.40, 0.83], [0.92, -1.32, -0.43], [-4.79, -2.83, 1.12], [1.13, 0.11, -0.13], [0.04, -0.61, -0.68], [0.44, 0.53, -0.31], [0.04, 0.15, 0.23], [0.12, -0.88, 1.31], [1.83, -1.24, -0.06], [-3.62, -1.80, 0.92], [1.39, 4.23, -2.14], [0.20, -0.22, 0.43], [0.04, 0.16, -0.28], [0.01, -0.05, -0.34], [0.10, -0.17, 0.22], [1.97, -0.33, 0.54], [0.71, 3.09, 1.23], [2.71, 1.86, -4.32], [-4.56, -4.15, 2.32], [-0.25, 0.15, -0.07], [0.34, 0.28, 0.16], [-0.42, -0.39, -0.41], [0.12, -0.01, 0.51], [1.34, 0.22, 2.26], [-0.24, 0.23, -0.40], [1.68, -1.38, -3.96], [-1.60, 1.28, 0.94], [-0.02, 0.31, 0.53], [0.10, 0.27, 0.97], [-0.49, -0.38, -0.03], [0.08, 0.17, 0.14], [3.37, -1.57, 1.05], [-1.20, -1.63, -0.93], [-4.32, 2.17, 2.81], [2.76, 0.80, -3.83], [-0.08, -0.31, 0.09], [-0.62, -0.14, 0.73], [-0.03, 0.16, 0.16], [0.11, -0.39, -0.19], [-0.02, 1.50, 0.25], [2.55, 0.05, -0.44], [-0.65, -4.09, 1.11], [-0.36, 2.22, -1.31], [-0.24, -0.11, -0.28], [-0.14, -0.74, 0.58], [-0.91, 0.41, 0.05], [0.08, 1.24, -0.17], [-1.63, -2.83, -0.61], [-1.00, -0.94, 0.82], [1.62, 1.88, 2.36], [-0.52, -0.14, -3.66], [0.30, 0.77, -0.18], [0.74, 0.51, 1.24], [-0.11, -0.54, 0.12], [-0.40, 0.11, 0.69], [2.24, -0.51, -0.18], [1.62, -1.08, 0.65], [-5.95, -0.38, 2.60], [2.75, 1.34, -2.31], [-0.19, 0.24, -0.19], [-0.44, -0.57, 0.50], [-0.10, 0.66, -0.49], [0.54, 0.12, -0.47], [-0.21, 2.31, 1.04], [0.49, 0.53, -1.61], [0.81, -3.49, 0.36], [-1.36, 1.25, 0.11], [-0.11, -0.24, -0.03], [0.72, -0.64, -0.22], [-0.50, -0.25, 0.38], [0.06, 0.50, -0.10]]}